(1)
A molecular structure, C32H24N5O6SSeZr. Source: the OMol25 dataset; level of theory: the ωB97M-V functional and the def2-TZVPD basis.

LUMO, eV: 1.7
HOMO, eV: -5.163
Frontier orbital gap, eV: 6.907
E, eV: -130776.0395
Net charge: -1
Multiplicity: 1

Each line ends with the Mulliken charge.
CARTESIAN COORDINATES (ANGSTROEM)
Zr1 0.07950 -0.38446 -1.63444  0.134
C1 -3.93592 -1.02675 2.52611  -0.596
C2 -3.17477 0.11730 2.32408  -0.626
C3 -2.62355 0.37114 1.07976  0.168
C4 -2.85876 -0.52015 0.03898  0.337
C5 -3.61537 -1.66856 0.22989  -0.437
C6 -4.15073 -1.91594 1.48417  -0.686
N1 -2.25263 -0.26072 -1.22045  1.362
N2 -3.04060 -0.33746 -2.19819  -1.315
C7 -2.45113 -0.22958 -3.46768  0.257
C8 -3.36070 -0.05601 -4.51595  -0.418
C9 -2.87697 0.02580 -5.80636  -0.522
C10 -1.50676 -0.11603 -6.02067  -0.693
C11 -0.62650 -0.31138 -4.96474  -0.406
C12 -1.06115 -0.36248 -3.63702  0.783
H1 -4.35255 -1.23106 3.50314  0.420
H2 -2.99086 0.80086 3.14202  0.403
H3 -1.99614 1.23740 0.90823  0.180
H4 -3.74621 -2.36050 -0.59036  0.436
H5 -4.72824 -2.81500 1.64962  0.372
H6 -4.41730 0.01146 -4.29537  0.447
H7 -3.54999 0.17772 -6.63927  0.373
H8 -1.12193 -0.08117 -7.03339  0.391
H9 0.43177 -0.43012 -5.17290  0.405
S1 1.98947 0.86032 -3.07383  -0.523
C13 0.85218 2.15376 -3.01995  0.670
C14 1.04452 3.44412 -3.54438  -0.924
C15 0.05826 4.38265 -3.38471  -0.175
C16 -1.11948 4.04759 -2.70795  -1.051
C17 -1.24460 2.76348 -2.22572  -0.353
N3 -0.29291 1.84365 -2.38625  0.435
H10 1.97311 3.66939 -4.04667  0.431
H11 0.19448 5.38321 -3.77554  0.366
H12 -1.91143 4.76575 -2.55842  0.421
H13 -2.13442 2.44275 -1.69445  0.378
O1 1.53431 -3.03256 -3.39447  -0.680
Se1 1.17869 -2.92049 -1.83914  0.959
O2 1.49860 -4.17775 -0.90709  -0.699
O3 1.83246 -1.48169 -1.23881  -0.655
O4 -0.43711 -2.41268 -1.69970  -0.589
O5 1.72873 3.09741 0.00894  -0.723
C18 1.48842 2.03988 0.53939  -0.521
N4 1.99480 1.62990 1.76228  -0.056
C19 1.64670 0.25992 2.07640  2.947
C20 0.65444 0.03221 0.93663  0.781
O6 -0.02890 -0.97977 0.71113  -0.501
N5 0.60845 1.05399 0.09215  -0.051
C21 0.98790 0.13112 3.44627  -0.635
C22 1.40189 0.95978 4.48407  -0.187
C23 0.84808 0.84062 5.74755  -0.921
C24 -0.13308 -0.10921 5.98972  -0.488
C25 -0.54975 -0.93580 4.95990  -1.054
C26 0.00757 -0.82297 3.69568  0.127
C27 2.81204 -0.72279 1.94186  0.046
C28 2.55465 -2.08523 1.83072  0.300
C29 3.59537 -2.98322 1.67775  -0.931
C30 4.90768 -2.53519 1.66158  -0.597
C31 5.17053 -1.18119 1.78187  -0.909
C32 4.12674 -0.27755 1.91124  -0.283
H14 2.79796 2.10663 2.12938  0.325
H15 2.15822 1.71347 4.30575  0.341
H16 1.18175 1.49433 6.54314  0.390
H17 -0.57044 -0.20148 6.97499  0.399
H18 -1.31954 -1.67577 5.13306  0.429
H19 -0.33478 -1.46487 2.89877  0.329
H20 1.53753 -2.44448 1.79850  0.283
H21 3.36950 -4.02921 1.52910  0.381
H22 5.72058 -3.23739 1.53070  0.382
H23 6.18962 -0.81753 1.75107  0.388
H24 4.35865 0.77855 1.95829  0.230


(2)
A molecular structure, C32H24N9O3S3V. Source: the OMol25 dataset; level of theory: the ωB97M-V functional and the def2-TZVPD basis.

LUMO (alpha / beta), eV: 3.9 / 3.8
HOMO (alpha / beta), eV: -1.960 / -1.960
Frontier orbital gap (alpha / beta), eV: 5.814 / 5.803
E, eV: -111323.2085
Net charge: -2
Multiplicity: 3

Each line ends with the Mulliken charge.
CARTESIAN COORDINATES (ANGSTROEM)
V1 -0.31067 -1.00714 1.10993  -0.076
O1 -0.77053 -3.36509 -1.48537  -0.668
C1 0.11533 -2.53935 -1.44009  -0.244
O2 0.45602 -1.88550 -0.34413  0.283
C2 0.85099 -2.10527 -2.68361  0.399
C3 0.04650 -2.12075 -3.82832  -0.749
C4 0.50581 -1.71576 -5.06650  -0.717
C5 1.83479 -1.30942 -5.16092  -0.489
C6 2.64089 -1.32194 -4.04392  -0.659
C7 2.19910 -1.70689 -2.75846  0.647
S1 3.41349 -1.71889 -1.47755  -0.534
H1 -0.97337 -2.45976 -3.70826  0.400
H2 -0.14872 -1.71562 -5.92842  0.352
H3 2.24798 -0.99028 -6.11164  0.340
H4 3.68170 -1.02998 -4.12434  0.382
S2 -2.37811 -2.35827 1.26996  -0.361
C8 -2.68673 -2.37072 2.96893  0.632
C9 -3.73947 -3.25228 3.44143  -0.175
N1 -4.57621 -3.94871 3.81577  -0.610
C10 -2.02394 -1.60312 3.87142  0.599
S3 -0.77038 -0.48853 3.38160  -0.500
C11 -2.34995 -1.66337 5.27334  -0.093
N2 -2.59552 -1.68797 6.39883  -0.629
N3 3.94428 -4.01722 0.93549  -0.732
N4 2.58065 -3.96352 1.24656  1.334
N5 1.69546 -4.71680 0.63822  -0.875
C12 0.57482 -4.33047 1.24329  -0.253
N6 0.79822 -3.39717 2.17127  -0.166
N7 2.09706 -3.15350 2.13015  -0.682
H5 3.97406 -3.64135 -0.03051  0.241
H6 4.32433 -3.25013 1.48984  0.383
H7 -0.40822 -4.67181 0.97500  0.590
C13 -4.28522 2.83216 -3.57850  -0.378
C14 -3.32637 3.42047 -2.76396  -0.713
C15 -2.49180 2.63650 -1.98233  0.047
C16 -2.60038 1.24477 -1.98531  -0.077
C17 -3.55443 0.66795 -2.82428  -0.388
C18 -4.39089 1.44812 -3.60743  -0.596
C19 -1.73953 0.35355 -1.16863  0.691
C20 -1.31284 0.52565 0.08840  -0.418
C21 -1.71461 1.73316 0.85661  -0.062
C22 -0.80628 2.73106 1.19868  0.354
C23 -1.20390 3.83268 1.94446  -0.801
C24 -2.51585 3.94989 2.38038  -0.444
C25 -3.42614 2.94635 2.06376  -0.771
C26 -3.02822 1.85329 1.31430  0.026
H8 -4.93701 3.44538 -4.18846  0.368
H9 -3.22238 4.49860 -2.73610  0.372
H10 -1.74527 3.10286 -1.35453  0.417
H11 -3.63812 -0.41187 -2.84690  0.453
H12 -5.12964 0.97233 -4.24137  0.359
H13 -1.50567 -0.58081 -1.67456  0.097
H14 0.22803 2.64961 0.87455  0.423
H15 -0.47836 4.59908 2.19396  0.389
H16 -2.82456 4.80216 2.97358  0.361
H17 -4.44886 3.01200 2.41342  0.359
H18 -3.72533 1.05590 1.08639  0.466
N8 5.50251 2.83827 2.42007  -0.397
C27 4.98394 2.52950 1.18803  0.225
O3 5.43929 2.97508 0.15330  -0.626
C28 3.79538 1.58026 1.20790  1.060
C29 3.03782 1.46452 0.06272  -1.046
C30 1.91105 0.64983 0.09986  -0.740
N9 1.51236 0.02640 1.21229  1.645
C31 2.29165 0.08342 2.29466  -0.669
C32 3.44359 0.84636 2.33482  -1.262
H19 6.14888 3.61260 2.41690  0.260
H20 4.91529 2.75004 3.23132  0.199
H21 3.31574 1.97266 -0.84737  0.472
H22 1.28132 0.51389 -0.76953  0.307
H23 1.95828 -0.49508 3.15139  0.322
H24 4.03685 0.83794 3.23853  0.346


(3)
A molecular structure, C32H25AsN2O11PSTi. Source: the OMol25 dataset; level of theory: the ωB97M-V functional and the def2-TZVPD basis.

LUMO, eV: -3.4
HOMO, eV: -11.254
Frontier orbital gap, eV: 7.828
E, eV: -163168.8218
Net charge: +1
Multiplicity: 1

Each line ends with the Mulliken charge.
CARTESIAN COORDINATES (ANGSTROEM)
Ti1 -1.14017 -0.82925 -0.49437  0.730
O1 1.26061 -1.86875 3.72215  -0.475
C1 0.98519 -0.90845 2.82016  -0.195
O2 1.79820 -0.47494 2.05686  -0.495
C2 -0.44594 -0.45306 2.95429  0.544
C3 -0.96199 -0.33059 4.24037  -0.649
C4 -2.24289 0.16317 4.41755  -0.752
C5 -2.97430 0.50812 3.29595  -1.062
C6 -2.38579 0.33558 2.05528  1.032
N1 -1.15290 -0.13190 1.86624  0.864
C7 -3.14517 0.67703 0.80294  -0.290
O3 -4.29993 0.99157 0.78234  -0.650
O4 -2.35659 0.61958 -0.26670  -0.210
H1 2.20008 -2.07953 3.60776  0.399
H2 -0.35048 -0.61421 5.08319  0.594
H3 -2.65644 0.27052 5.41006  0.497
H4 -3.98354 0.89008 3.34317  0.615
O5 -2.75696 -1.16301 -2.93359  -0.594
N2 -1.84407 -0.15034 -2.60859  0.589
C8 -2.17256 0.93239 -3.18601  -0.936
C9 -1.50431 2.22875 -3.03758  1.284
C10 -1.97105 3.19637 -3.93376  -1.061
C11 -1.44645 4.47582 -3.95469  -0.852
C12 -0.43894 4.80583 -3.06456  -0.855
C13 0.02536 3.85780 -2.16682  -0.485
C14 -0.49052 2.56451 -2.12847  0.348
P1 0.31634 1.44064 -0.91374  1.969
C15 0.27220 2.46526 0.58605  0.513
C16 1.29061 2.47861 1.53316  -0.141
C17 1.13104 3.17977 2.72120  -1.017
C18 -0.04521 3.86509 2.97804  -0.644
C19 -1.06403 3.86415 2.03370  -0.826
C20 -0.90365 3.17655 0.84280  -0.984
C21 1.99715 1.39445 -1.59966  1.029
C22 2.17876 0.52608 -2.67647  -0.731
C23 3.39132 0.47580 -3.34547  -0.958
C24 4.43802 1.29056 -2.94102  -0.628
C25 4.25840 2.17086 -1.88416  -0.830
C26 3.04243 2.23192 -1.22025  -0.318
H5 -2.29396 -2.00236 -2.77071  0.350
H6 -3.01785 0.88590 -3.86929  0.335
H7 -2.75992 2.92908 -4.62305  0.440
H8 -1.82297 5.20410 -4.65836  0.420
H9 -0.01359 5.79958 -3.05928  0.472
H10 0.80917 4.13733 -1.47413  0.338
H11 2.19740 1.91503 1.37623  0.491
H12 1.93269 3.18311 3.44706  0.468
H13 -0.16500 4.41032 3.90433  0.447
H14 -1.98226 4.40466 2.21827  0.480
H15 -1.70165 3.19633 0.11073  0.387
H16 1.36065 -0.09526 -3.01600  0.553
H17 3.51502 -0.19706 -4.18323  0.465
H18 5.38807 1.24787 -3.45538  0.411
H19 5.06407 2.82382 -1.57901  0.446
H20 2.91629 2.95168 -0.42338  0.452
O6 -2.21206 -4.02413 -1.45774  -0.600
As1 -2.68331 -3.77472 0.23508  -0.068
O7 -1.16936 -4.01283 1.15234  -0.178
O8 -2.41828 -1.98323 0.13236  0.202
C27 -0.05411 -4.78514 1.08435  0.486
C28 0.21744 -5.66037 2.13021  -0.415
C29 1.38028 -6.41310 2.14090  -0.657
C30 2.29735 -6.31040 1.10565  -0.572
C31 2.04352 -5.44010 0.05711  -0.562
C32 0.88484 -4.68924 0.06539  0.330
S1 0.99710 -2.33162 -1.06103  0.262
O9 0.42939 -1.78154 0.25770  -0.014
O10 0.60981 -3.88106 -1.05047  -0.116
O11 -0.11105 -1.81707 -1.97797  -0.555
H21 -2.47492 -4.89587 -1.78481  0.325
H22 -0.50357 -5.73119 2.93265  0.459
H23 1.56593 -7.08986 2.96286  0.422
H24 3.19917 -6.90467 1.10904  0.425
H25 2.72383 -5.34087 -0.77579  0.502